(1)
Density functional theory data (the ωB97M-V functional and the def2-TZVPD basis) for a 7-piece molecular cluster, C25H64O13 overall in a non-equilibrium geometry.

ORCA input file:
```
! wB97M-V def2-TZVPD RIJCOSX def2/J DEFGRID3
* xyz 0 1
C 9.784 6.797 -15.002
O 9.503 7.228 -13.688
C 10.665 7.472 -12.907
C 10.225 7.754 -11.503
O 9.603 6.683 -10.844
C 9.306 7.020 -9.500
H 10.404 5.894 -15.025
H 10.305 7.635 -15.481
H 8.879 6.544 -15.550
H 11.161 8.358 -13.317
H 11.312 6.588 -12.906
H 9.681 8.699 -11.405
H 11.171 7.970 -10.970
H 8.796 6.149 -9.095
H 8.651 7.890 -9.414
H 10.259 7.167 -8.983
C 19.253 9.776 -12.443
O 17.872 9.713 -12.539
C 17.265 10.946 -12.888
C 15.761 10.759 -12.900
O 15.246 10.712 -11.600
C 13.855 10.369 -11.640
H 19.742 9.974 -13.406
H 19.679 8.857 -12.036
H 19.632 10.534 -11.739
H 17.651 11.243 -13.866
H 17.524 11.707 -12.145
H 15.536 9.865 -13.496
H 15.344 11.577 -13.503
H 13.481 10.595 -10.646
H 13.827 9.294 -11.841
H 13.296 10.913 -12.404
C 5.876 10.122 -8.775
O 6.535 9.703 -9.951
C 6.141 10.338 -11.129
C 7.076 9.905 -12.242
O 6.479 10.317 -13.461
C 7.156 9.860 -14.605
H 4.915 9.604 -8.746
H 5.805 11.208 -8.656
H 6.490 9.819 -7.924
H 6.083 11.433 -11.051
H 5.114 10.108 -11.458
H 7.275 8.831 -12.288
H 8.052 10.392 -12.118
H 6.982 10.508 -15.463
H 6.801 8.868 -14.908
H 8.231 9.765 -14.428
C 9.820 12.787 -13.264
O 9.419 13.764 -14.191
C 8.591 13.226 -15.215
C 8.214 14.359 -16.155
O 7.228 15.233 -15.654
C 7.371 16.542 -16.176
H 10.659 13.154 -12.681
H 10.175 11.857 -13.736
H 8.946 12.482 -12.676
H 7.739 12.791 -14.687
H 9.184 12.543 -15.829
H 7.835 13.944 -17.093
H 9.155 14.885 -16.343
H 7.247 16.496 -17.266
H 8.365 16.927 -15.932
H 6.568 17.156 -15.780
C 12.574 13.401 -9.713
O 12.403 12.143 -9.081
C 13.300 11.897 -8.017
C 12.805 10.572 -7.408
O 11.558 10.741 -6.798
C 10.969 9.546 -6.334
H 13.590 13.452 -10.126
H 12.416 14.211 -8.997
H 11.908 13.496 -10.568
H 13.254 12.681 -7.256
H 14.317 11.732 -8.390
H 13.523 10.256 -6.636
H 12.821 9.824 -8.208
H 10.723 8.782 -7.083
H 10.011 9.880 -5.937
H 11.672 9.078 -5.632
C 7.828 13.734 -6.651
O 7.680 13.320 -5.326
C 7.362 11.976 -5.148
C 7.169 11.641 -3.673
O 6.155 12.384 -3.056
C 4.849 11.962 -3.394
H 8.414 14.651 -6.612
H 6.915 13.947 -7.221
H 8.375 12.995 -7.248
H 8.141 11.329 -5.581
H 6.455 11.691 -5.706
H 8.082 11.939 -3.150
H 7.020 10.562 -3.536
H 4.709 10.929 -3.052
H 4.646 12.071 -4.459
H 4.117 12.528 -2.822
C 9.233 11.602 -9.521
O 10.264 11.120 -10.343
H 8.471 12.007 -10.192
H 8.732 10.896 -8.846
H 9.578 12.372 -8.824
H 11.122 11.339 -9.918
*
```

Computed properties:
**LUMO level**: 0.6237 eV

Löwdin population analysis, charges in e, atoms 1 to 8: -0.11, -0.20, -0.20, -0.24, -0.16, -0.09, 0.09, 0.09



(2)
Density functional theory data (the ωB97M-V functional and the def2-TZVPD basis) for C6H8EuLiO6 as an isolated structure in a non-equilibrium geometry.

ORCA input file:
```
! wB97M-V def2-TZVPD RIJCOSX def2/J DEFGRID3
* xyz 1 8
Li -1.550 2.486 -2.438
O 0.107 1.430 -2.035
O 1.965 1.022 -0.828
C -0.241 -1.651 1.466
C 0.218 -0.282 1.035
O 0.139 -0.249 -0.689
C 0.785 0.752 -1.258
H 0.273 -2.455 0.924
H -1.204 -1.061 1.847
H 0.140 -1.863 2.475
H -0.456 0.494 1.422
Eu -1.533 -0.489 -2.564
O -2.623 1.012 -2.200
O -3.716 0.510 -0.257
C 2.543 0.233 0.258
C 1.596 0.209 1.430
O -2.983 -1.045 -1.688
C -3.234 0.190 -1.360
H 2.763 -0.783 -0.087
H 3.490 0.729 0.485
H 1.499 1.226 1.835
H 2.021 -0.415 2.226
*
```

Computed properties:
**LUMO level (spin up / spin down)**: -3.4747 / -3.5555 eV

Löwdin population analysis, charges in e, atoms 1 to 8: 0.82, -0.06, 0.12, -0.02, -0.18, -0.06, -0.65, 0.12



Computed ΔE to the lowest compared entry with this formula, charge and spin, in the same sequence as the records: 138.7, 84.6 kcal/mol.